No. 1
Entry from the OMol25 dataset: a molecular structure, C4H12N4 at a distorted geometry (ωB97M-V/def2-TZVPD).

Its HOMO energy is -8.822 eV. The value obtained for the total energy is -10300.36816 eV. The value obtained for the max |F| is 4.00 eV Å⁻¹.

Geometry (Å):
C 1.7670 -0.8795 0.2316
N 0.7584 -0.9786 -0.8284
C 2.8692 0.1032 -0.0536
C 3.1213 1.1867 0.6660
H 0.3169 -0.0658 -0.9718
H 1.1886 -1.2505 -1.7062
H 2.1952 -1.8767 0.3855
H 1.2529 -0.5981 1.1544
H 3.4588 -0.1038 -0.9433
H 3.9094 1.8792 0.4039
H 2.5484 1.4189 1.5550
C -2.1880 0.1796 -0.2324
N -2.0969 -1.1885 -0.1492
N -3.4465 0.8709 0.2839
N -1.4471 1.1022 -0.6368
H -1.1372 -1.4960 -0.3304
H -2.5658 -1.6268 0.6285
H -3.8374 0.5229 1.1573
H -4.2083 0.9750 -0.3819
H -2.4588 1.8258 -0.2322

No. 2
Entry from the OMol25 dataset: a molecular structure, C27H39Co2O7Si4 at a distorted geometry (ωB97M-V/def2-TZVPD).

Its HOMO energy is -4.135 eV. The value obtained for the total energy is -149730.37693 eV. Its total charge is -1. The value obtained for the max |F| is 4.76 eV Å⁻¹.

Geometry (Å):
C 2.5055 -3.0417 2.6301
Si 1.5536 -2.9094 1.0130
C 2.7531 -2.9678 -0.4347
C 0.3839 -4.3744 0.8459
Si 0.2988 -0.9041 0.9182
Si -1.2992 -0.7294 2.6998
C -1.1744 -2.2723 3.7692
C -0.9117 0.7966 3.7263
C -3.0915 -0.5642 2.1472
Si 1.7794 0.9306 0.9019
C 2.7499 0.9936 2.5151
C 2.9802 0.7532 -0.5347
C 0.8016 2.5195 0.6658
O -0.3775 -0.9733 -0.7346
C -1.7339 -0.8584 -0.9567
C -2.4990 -2.1320 -1.1002
C -2.2905 0.3724 -1.1031
H 2.9984 -4.0263 2.6492
H 3.2815 -2.2692 2.7040
H 1.8463 -2.9711 3.5039
H 3.2130 -3.9676 -0.4633
H 2.2244 -2.8121 -1.3842
H 3.5520 -2.2234 -0.3486
H 0.9842 -5.2974 0.8763
H -0.3532 -4.4172 1.6560
H -0.1417 -4.3495 -0.1180
H -1.9238 -2.1693 4.5702
H -1.4057 -3.1841 3.2033
H -0.1843 -2.3756 4.2306
H -1.6409 0.8192 4.5519
H 0.0969 0.7607 4.1558
H -1.0331 1.7185 3.1421
H -3.7169 -0.4746 3.0497
H -3.2520 0.3302 1.5327
H -3.4325 -1.4433 1.5873
H 3.3743 1.9003 2.4971
H 2.0962 1.0475 3.3930
H 3.4130 0.1253 2.6186
H 3.5754 1.6762 -0.6067
H 3.6669 -0.0904 -0.4055
H 2.4375 0.6271 -1.4804
H 1.5049 3.3668 0.6904
H 0.2935 2.5350 -0.3076
H 0.0495 2.6735 1.4469
H -3.5710 -1.9213 -1.0182
H -2.3241 -2.5763 -2.0899
H -2.2089 -2.8691 -0.3406
H -3.3591 0.4376 -1.3063
H -1.6959 1.2826 -1.0908
O -2.7993 2.8596 0.8483
C -3.0024 3.4614 -0.1355
Co -3.1916 4.4495 -1.5552
C -2.5110 6.0110 -1.2204
O -2.1408 7.0806 -0.9464
C -2.3026 3.9279 -2.9798
O -1.6101 3.6523 -3.8707
C -5.1319 5.0497 -1.3514
C -5.3768 5.9206 -0.2107
C -5.0322 5.5977 1.1292
C -4.8978 6.6167 2.0674
C -5.2249 7.9324 1.7282
C -5.7488 8.2201 0.4672
C -5.9022 7.2052 -0.4694
C -5.4624 5.3131 -2.7343
C -5.1696 6.2835 -3.6015
Co -5.8490 3.6809 -2.2418
C -5.8864 2.3668 -1.0252
O -5.9610 1.4285 -0.3506
C -5.1142 2.7889 -3.6488
O -4.7924 2.0682 -4.4978
C -7.5466 3.8119 -2.7730
O -8.6340 3.9182 -3.1374
H -4.8285 4.5628 1.4061
H -4.5357 6.3898 3.0706
H -5.1116 8.7278 2.4591
H -6.0347 9.2307 0.1853
H -6.3372 7.4034 -1.4501
H -5.4721 6.2012 -4.6458
H -4.6796 7.2167 -3.2818

No. 3
Entry from the OMol25 dataset: CH3IOS in the gas phase at a distorted geometry (ωB97M-V/def2-TZVPD).

Its HOMO energy is -9.401 eV. The value obtained for the total energy is -22067.94943 eV. The value obtained for the max |F| is 4.54 eV Å⁻¹.

Geometry (Å):
C 0.0159 -0.0747 0.2057
O -0.3355 -2.2029 1.7378
S -0.1103 -0.7827 1.9680
I 2.1161 -0.1675 2.6864
H 0.1886 0.9477 0.1062
H -1.0216 -0.3702 -0.2926
H 0.7959 -0.6067 -0.1832

Across the entries above, energy above the lowest of the compared OMol25 structures with the same formula, charge and spin takes the values 2.903; 0.000; 0.130 eV, respectively.